A structure of composition C18H30AlCl21NO at a distorted geometry. Source: the OMol25 dataset; level of theory: wB97M-V/def2-TZVPD.

Last column: Löwdin charge in e.
CARTESIAN COORDINATES (ANGSTROEM)
C1 6.392605 -0.754786 2.522009  -0.0020
C2 5.280951 -1.452007 1.970845  -0.1038
C3 4.001440 -2.191135 1.260090  -0.2548
C4 3.944258 -1.694644 -0.303777  -0.3065
C5 2.759068 -2.615980 -1.041394  -0.2772
Al1 0.917581 -2.242794 -0.216770  0.2267
C6 -0.148118 -1.149765 -1.644052  -0.2875
O1 0.602209 0.102314 -1.827518  -0.3622
C7 -0.223497 1.279501 -1.451750  -0.1601
N1 -0.059097 -3.803363 0.342953  -0.1568
C8 -1.552371 -3.674133 0.137456  -0.3325
C9 -2.252133 -2.398093 0.891462  -0.2297
C10 -3.186743 -2.819221 2.201471  -0.2622
C11 -3.253572 -1.433757 3.135531  -0.1538
H1 7.177895 -0.240645 3.231084  0.0168
H2 3.036020 -1.862375 1.868367  0.0736
H3 4.036168 -3.375360 1.314676  0.1221
H4 4.971637 -1.973384 -0.821755  0.1043
H5 3.737436 -0.545811 -0.394447  0.0650
H6 3.073714 -3.752418 -1.051143  0.0517
H7 2.742601 -2.221821 -2.167751  0.0545
H8 1.122626 -1.216784 1.011064  -0.0416
H9 -0.160542 -1.851080 -2.603892  0.0732
H10 -1.219562 -0.861499 -1.267935  0.0400
H11 0.397953 2.233599 -1.735936  0.0785
H12 -1.171816 1.246570 -2.152260  0.0872
H13 -0.468902 1.328620 -0.307920  0.0664
H14 0.181781 -4.120621 1.308185  0.0308
H15 -2.059343 -4.690568 0.503600  0.0892
H16 -1.792307 -3.623747 -1.027707  0.1063
H17 -3.011722 -1.913266 0.115029  0.0997
H18 -1.512153 -1.578445 1.278748  0.0836
H19 -2.687146 -3.696125 2.798220  0.0633
H20 -4.293373 -3.090086 1.845172  0.0837
H21 -3.539117 -0.521855 2.436284  0.0252
H22 -3.943362 -1.550117 4.073252  0.0617
H23 -2.147870 -1.224827 3.498795  0.0843
C12 -4.582895 2.315128 0.598413  -1.5247
Cl1 -4.336255 4.028430 0.219908  0.5064
Cl2 -3.145687 1.370656 0.172141  0.5716
Cl3 -4.977816 2.107412 2.313188  0.5165
H24 -5.424211 1.948928 0.004498  0.0170
C13 4.201158 1.605544 -3.165467  -1.4990
Cl4 5.473205 1.314876 -4.364179  0.5100
Cl5 4.890611 1.694140 -1.535710  0.5250
Cl6 3.314142 3.091111 -3.547377  0.4843
H25 3.499830 0.767835 -3.197596  0.0221
C14 2.227557 5.838800 -0.433876  -1.5200
Cl7 1.562373 5.704120 1.202856  0.5233
Cl8 3.440902 4.579267 -0.717906  0.4499
Cl9 0.934282 5.740394 -1.641070  0.4990
H26 2.713831 6.813053 -0.528844  -0.0309
C15 -3.262936 -5.866844 5.134890  -1.5206
Cl10 -2.117325 -6.849600 4.206845  0.5142
Cl11 -2.463826 -4.423245 5.780451  0.5254
Cl12 -4.650064 -5.413263 4.130051  0.4920
H27 -3.626905 -6.463722 5.975076  0.0139
C16 5.887462 7.271103 -2.595122  -1.5125
Cl13 5.124027 7.721781 -4.129252  0.5184
Cl14 5.108777 8.109992 -1.242636  0.5331
Cl15 5.821845 5.516189 -2.359466  0.4952
H28 6.936833 7.574786 -2.630419  0.0166
C17 -1.981433 8.071621 -3.492216  -1.5405
Cl16 -0.987255 8.715759 -4.809865  0.5088
Cl17 -3.655248 8.632415 -3.644378  0.5082
Cl18 -1.917803 6.300985 -3.473199  0.5033
H29 -1.579316 8.440814 -2.545302  0.0174
C18 -5.705943 -6.527463 0.467187  -1.5201
Cl19 -4.680853 -5.841479 -0.804866  0.5359
Cl20 -4.750796 -7.555074 1.549320  0.4930
Cl21 -6.509448 -5.239397 1.380876  0.4970
H30 -6.474015 -7.145143 -0.005238  0.0137

Forces on the atoms, in the same order (eV/Å):
C -7.836 -4.887 -3.127
C 7.204 4.277 3.948
C 0.656 1.080 0.286
C -0.257 -1.659 -0.202
C 1.465 0.735 -0.794
Al -0.288 -0.086 -0.464
C -0.853 -1.021 0.476
O -1.456 1.373 0.389
C 0.692 -0.153 -1.166
N -0.916 0.600 -0.006
C -0.026 -0.756 0.212
C -1.653 -0.327 0.079
C 0.145 1.406 -0.284
C 0.847 -0.603 -0.493
H -2.141 -1.380 -1.979
H 2.078 -0.496 -1.457
H 0.425 2.564 -0.061
H -1.856 0.869 1.235
H 0.314 -2.336 0.343
H -0.343 2.180 -0.035
H 0.020 -1.017 2.105
H 0.040 0.171 0.311
H -0.289 1.975 1.331
H 1.621 -0.779 -1.073
H -1.076 -1.791 0.598
H 1.505 0.218 1.666
H 0.371 -0.341 -2.119
H -0.664 0.335 -1.063
H 0.707 2.155 -0.618
H 0.647 0.067 2.388
H 1.622 -0.689 1.624
H -1.062 -1.703 -1.053
H -1.075 1.654 -1.159
H 2.498 0.310 0.852
H 0.321 -1.941 1.634
H 1.153 0.368 -1.840
H -2.251 -0.392 -0.607
C 0.134 -0.262 -0.112
Cl -0.072 -0.103 -0.007
Cl -0.420 0.215 0.068
Cl -0.050 0.043 -0.154
H 0.282 0.156 0.227
C -0.208 -0.102 0.109
Cl -0.072 0.007 0.062
Cl 0.000 0.025 -0.257
Cl 0.053 -0.362 -0.276
H 0.165 0.253 0.083
C 0.287 -0.118 0.034
Cl 0.032 0.090 -0.126
Cl -0.810 0.291 0.697
Cl 0.123 0.079 0.083
H -0.192 -0.339 0.018
C -0.119 0.026 0.057
Cl -0.131 0.087 0.108
Cl -0.084 -0.178 -0.023
Cl 0.192 -0.057 0.415
H 0.151 0.214 -0.302
C 0.195 -0.378 -0.104
Cl 0.100 -0.004 0.161
Cl 0.081 0.035 -0.038
Cl 0.557 0.583 -0.407
H -0.399 -0.046 0.034
C 0.084 -0.128 0.088
Cl -0.079 -0.035 0.174
Cl 0.161 -0.020 0.055
Cl -0.053 0.276 0.004
H -0.132 -0.137 -0.331
C 0.109 -0.082 -0.173
Cl -0.206 -0.115 0.207
Cl -0.153 -0.024 -0.295
Cl -0.077 -0.104 -0.150
H 0.260 0.235 0.197

DFT total energy	-10740.0149	Eh
net charge	-1
orbital gap	0.2247	Ha